ORCA calculation (ωB97M-V/def2-TZVPD) on a molecular structure, C39H28Cl3MgN7O4S2Te.

```
85
Properties=species:S:1:pos:R:3:lowdin_charge:R:1
Mg 1.13 1.63 0.79 0.56
C -0.53 3.38 -3.07 -0.08
O -1.77 3.54 -2.39 -0.10
C -1.73 4.18 -1.17 -0.23
C -2.63 5.19 -0.95 -0.04
C -2.70 5.85 0.28 -0.13
C -1.83 5.48 1.27 -0.08
C -0.90 4.45 1.09 -0.14
C -0.01 4.15 2.20 -0.08
N 0.83 3.18 2.22 -0.04
N 1.64 3.10 3.35 0.06
C 2.47 2.09 3.20 -0.50
O 2.55 1.31 2.19 -0.15
C 3.44 1.87 4.32 -0.14
C 3.26 2.46 5.57 -0.04
C 4.17 2.23 6.58 -0.10
C 5.28 1.43 6.36 -0.12
C 5.46 0.84 5.12 -0.10
C 4.54 1.05 4.10 -0.02
C -0.83 3.74 -0.14 -0.29
O -0.02 2.77 -0.37 -0.13
H -0.78 3.20 -4.11 0.08
H 0.05 2.55 -2.66 0.07
H 0.07 4.29 -2.99 0.10
H -3.29 5.45 -1.77 0.11
H -3.42 6.65 0.43 0.08
H -1.85 5.99 2.23 0.10
H -0.05 4.81 3.07 0.12
H 2.39 3.08 5.72 0.10
H 4.02 2.69 7.56 0.09
H 6.00 1.25 7.16 0.09
H 6.32 0.20 4.94 0.09
H 4.65 0.59 3.13 0.11
N 2.65 1.46 -0.78 0.19
C 3.46 1.33 -1.59 -0.19
C 4.40 1.17 -2.62 -0.31
C 3.94 0.97 -3.94 -0.29
N 3.58 0.78 -5.02 0.11
C 5.78 1.10 -2.32 -0.27
N 6.91 1.04 -2.11 0.10
Te -0.02 -0.83 3.58 0.53
C -1.74 -2.05 3.54 -1.12
C -2.17 -2.91 2.56 -0.30
C -3.40 -3.57 2.86 -0.25
C -3.91 -3.21 4.07 -0.48
S -2.88 -2.06 4.83 0.85
H -1.60 -3.07 1.65 0.07
H -3.88 -4.28 2.19 0.07
H -4.82 -3.56 4.53 0.04
Cl -6.89 -3.95 -0.89 0.66
C -5.35 -3.64 -1.65 -0.66
C -4.21 -4.26 -1.17 -0.08
C -3.00 -4.00 -1.78 0.00
C -2.88 -3.12 -2.85 -0.19
C -1.54 -2.80 -3.47 -0.28
C -1.07 -1.35 -3.24 -0.06
N -0.94 -0.93 -1.86 -0.04
C -1.90 -0.88 -0.86 -0.03
C -1.29 -0.34 0.22 -0.13
N 0.01 -0.04 -0.08 0.03
C 0.18 -0.37 -1.34 -0.17
O -0.59 -3.81 -3.19 -0.10
C 0.13 -3.80 -1.96 -0.17
C 1.48 -3.16 -2.08 -0.34
C 2.21 -2.78 -1.00 -0.98
Cl 1.74 -2.89 0.64 0.68
S 3.67 -2.00 -1.43 1.02
C 3.31 -2.16 -3.10 -0.40
C 2.13 -2.81 -3.30 -0.15
C -4.06 -2.54 -3.32 -0.58
Cl -4.06 -1.49 -4.71 0.72
C -5.30 -2.79 -2.73 -0.14
H -4.27 -4.93 -0.32 0.10
H -2.11 -4.49 -1.40 0.11
H -1.67 -2.87 -4.56 0.14
H -1.74 -0.67 -3.76 0.10
H -0.08 -1.25 -3.69 0.13
H -2.91 -1.23 -1.01 0.12
H -1.68 -0.17 1.22 0.06
H 1.08 -0.25 -1.91 0.13
H 0.24 -4.86 -1.70 0.14
H -0.43 -3.32 -1.15 0.10
H 3.98 -1.76 -3.84 0.06
H 1.72 -3.01 -4.28 0.11
H -6.19 -2.31 -3.12 0.10
```

LUMO energy, eV: 3.38
HOMO-LUMO gap, eV: 4.77
E_HOMO, eV: -1.40
Relative energy (zero: lowest compared OMol25 entry of this formula, charge and spin), kcal per mole: 11.3
Charge: -2


ORCA calculation (ωB97M-V/def2-TZVPD) on a molecular structure, C26H26N6OS2Ti in a non-equilibrium geometry.

```
62
Properties=species:S:1:pos:R:3:lowdin_charge:R:1
Ti -0.23 -0.59 -1.93 0.62
C -2.78 2.20 -2.13 -0.04
C -1.35 2.52 -1.81 -0.30
C -1.05 3.75 -1.19 -0.01
C 0.24 4.08 -0.90 0.02
C 1.29 3.22 -1.30 -0.15
C 2.65 3.54 -1.10 -0.02
C 3.61 2.69 -1.58 -0.05
C 3.25 1.53 -2.28 -0.09
C 1.94 1.18 -2.50 -0.60
S 1.54 -0.28 -3.42 0.68
C 0.93 2.03 -1.97 -0.24
N -0.39 1.66 -2.13 0.04
H -3.30 3.11 -2.42 0.09
H -3.31 1.79 -1.26 0.07
H -2.84 1.47 -2.93 0.06
H -1.86 4.42 -0.95 0.13
H 0.48 5.01 -0.40 0.13
H 2.91 4.45 -0.59 0.12
H 4.65 2.93 -1.43 0.11
H 4.03 0.89 -2.68 0.11
S -2.49 -1.17 -1.84 0.67
C -2.46 -0.63 -0.13 -0.74
N -3.63 -0.49 0.45 0.06
N -3.78 -0.02 1.66 0.05
C -2.91 0.79 2.47 -0.25
C -2.26 1.89 1.93 -0.04
C -1.46 2.68 2.73 -0.06
C -1.33 2.39 4.09 -0.08
C -2.01 1.31 4.63 -0.07
C -2.80 0.50 3.81 -0.03
N -1.34 -0.47 0.61 0.05
N -0.20 -0.56 0.03 -0.09
C 0.93 -0.58 0.90 -0.22
C 2.18 -0.80 0.33 -0.03
C 3.31 -0.83 1.13 -0.06
C 3.19 -0.66 2.50 -0.06
C 1.94 -0.45 3.07 -0.06
C 0.80 -0.41 2.28 0.00
H -4.73 -0.13 1.98 0.16
H -2.36 2.12 0.87 0.09
H -0.95 3.53 2.31 0.10
H -0.71 3.01 4.72 0.11
H -1.93 1.08 5.68 0.11
H -3.32 -0.35 4.23 0.12
H 2.26 -0.96 -0.74 0.08
H 4.28 -1.01 0.68 0.11
H 4.07 -0.69 3.13 0.11
H 1.84 -0.31 4.14 0.11
H -0.17 -0.23 2.71 0.10
C 1.84 -4.89 -1.84 0.00
N 0.39 -4.87 -1.96 -0.15
C -0.34 -6.14 -2.01 -0.02
C -0.25 -3.73 -2.04 -0.28
O 0.34 -2.63 -2.03 -0.19
H 2.20 -5.89 -2.07 0.10
H 2.14 -4.62 -0.83 0.10
H 2.28 -4.18 -2.53 0.10
H 0.18 -6.87 -1.40 0.10
H -0.42 -6.51 -3.03 0.10
H -1.34 -6.01 -1.60 0.10
H -1.34 -3.79 -2.13 0.13
```

LUMO energy (spin up / spin down), eV: -3.84 / -3.93
HOMO-LUMO gap (spin up / spin down), eV: 6.61 / 6.49
⟨S²⟩: 0.92
E_HOMO (spin up / spin down), eV: -10.45 / -10.42
Spin multiplicity: 2
Relative energy (zero: lowest compared OMol25 entry of this formula, charge and spin), kcal per mole: 7.1
Charge: +1


ORCA calculation (ωB97M-V/def2-TZVPD) on a molecular structure, C43H66N5O4ReS.

```
120
Properties=species:S:1:pos:R:3:lowdin_charge:R:1
Re 0.06 0.00 -0.01 1.80
C 1.22 1.86 0.27 -0.12
C 2.25 0.85 0.41 -0.15
C 1.88 0.05 1.56 -0.15
C 0.66 0.63 2.08 -0.10
C 0.29 1.79 1.35 -0.28
C -0.65 2.92 1.76 -0.54
C -1.49 2.54 2.98 -0.02
C 0.29 4.08 2.15 -0.01
C -1.54 3.37 0.59 -0.02
C 2.55 -1.02 2.44 -0.50
C 1.48 -1.94 3.05 -0.04
C 3.63 -1.90 1.81 -0.02
C 3.19 -0.20 3.58 0.00
C 3.55 0.97 -0.40 -0.50
C 4.05 -0.29 -1.12 -0.03
C 4.61 1.44 0.62 0.00
C 3.42 2.09 -1.45 -0.04
H 1.23 2.65 -0.46 0.13
H 0.15 0.27 2.96 0.13
H -0.86 2.33 3.85 0.10
H -2.14 1.68 2.81 0.06
H -2.13 3.38 3.24 0.11
H 1.02 3.76 2.90 0.10
H -0.30 4.89 2.57 0.11
H 0.83 4.47 1.28 0.10
H -2.33 2.64 0.38 0.07
H -0.97 3.54 -0.32 0.09
H -2.03 4.31 0.85 0.11
H 0.86 -2.43 2.29 0.06
H 0.84 -1.43 3.77 0.09
H 1.99 -2.74 3.59 0.11
H 3.25 -2.57 1.04 0.08
H 4.02 -2.54 2.60 0.11
H 4.47 -1.34 1.42 0.07
H 2.46 0.42 4.11 0.10
H 4.00 0.45 3.23 0.08
H 3.62 -0.89 4.31 0.11
H 4.10 -1.17 -0.49 0.05
H 5.06 -0.10 -1.47 0.12
H 3.46 -0.53 -2.01 0.07
H 4.90 0.65 1.31 0.07
H 4.26 2.30 1.19 0.11
H 5.51 1.75 0.07 0.11
H 2.59 1.94 -2.15 0.07
H 4.34 2.13 -2.03 0.11
H 3.29 3.07 -0.98 0.10
C -0.58 -0.78 -7.05 -0.02
C -1.15 0.46 -6.33 -0.55
C -0.44 1.72 -6.84 -0.02
C -2.64 0.56 -6.60 -0.05
C -0.85 0.33 -4.84 -0.10
C 0.47 0.19 -4.39 0.05
C 0.73 0.10 -3.05 -0.07
N -0.24 0.13 -2.11 -0.05
C -1.53 0.25 -2.53 -0.16
C -1.84 0.35 -3.86 0.09
C -2.53 0.24 -1.44 -0.17
C -3.89 0.36 -1.65 0.09
C -4.78 0.33 -0.58 -0.09
C -4.23 0.14 0.70 0.04
C -2.88 0.02 0.85 -0.11
N -2.02 0.08 -0.20 -0.08
C -6.28 0.49 -0.75 -0.55
C -6.97 -0.77 -0.22 -0.02
C -6.67 0.71 -2.21 -0.05
C -6.72 1.72 0.07 -0.02
H -0.80 -0.70 -8.11 0.10
H -1.04 -1.70 -6.68 0.10
H 0.50 -0.86 -6.95 0.09
H -0.65 1.83 -7.91 0.11
H 0.64 1.68 -6.72 0.09
H -0.81 2.62 -6.34 0.10
H -2.80 0.64 -7.68 0.10
H -3.09 1.45 -6.15 0.10
H -3.19 -0.33 -6.27 0.10
H 1.30 0.16 -5.08 0.14
H 1.74 0.00 -2.68 0.09
H -2.88 0.44 -4.16 0.11
H -4.26 0.49 -2.65 0.11
H -4.86 0.08 1.58 0.14
H -2.43 -0.13 1.82 0.12
H -6.66 -1.66 -0.77 0.10
H -8.05 -0.67 -0.34 0.11
H -6.78 -0.94 0.85 0.09
H -6.40 -0.15 -2.84 0.10
H -6.22 1.61 -2.63 0.10
H -7.75 0.82 -2.28 0.10
H -6.53 1.59 1.14 0.09
H -7.80 1.85 -0.05 0.11
H -6.23 2.63 -0.27 0.10
C 2.04 -7.38 3.22 -0.09
C 0.76 -7.48 2.38 -0.28
S 0.64 -6.08 1.31 0.68
O 0.15 -4.93 2.06 -0.32
O 1.86 -5.93 0.55 -0.28
C -0.66 -6.43 0.15 -0.19
C -0.47 -5.59 -1.12 -0.08
N 0.06 -4.22 -0.91 0.07
C -0.60 -3.20 -0.33 -0.28
N 0.20 -2.12 -0.27 -0.04
C 1.43 -2.50 -0.77 -0.05
C 1.35 -3.79 -1.15 -0.12
N 2.44 -4.52 -1.78 -0.32
O 3.53 -4.01 -1.63 0.14
O 2.16 -5.46 -2.49 0.13
C -1.99 -3.32 0.16 0.05
H 2.07 -8.23 3.90 0.09
H 2.05 -6.46 3.81 0.08
H 2.92 -7.41 2.59 0.08
H -0.14 -7.47 3.00 0.12
H 0.76 -8.37 1.75 0.12
H -1.60 -6.26 0.66 0.11
H -0.62 -7.48 -0.15 0.13
H -1.42 -5.51 -1.66 0.14
H 0.24 -6.07 -1.78 0.11
H 2.28 -1.85 -0.85 0.08
H -2.66 -3.67 -0.63 0.11
H -2.35 -2.36 0.52 0.06
H -2.02 -4.02 0.99 0.10
```

LUMO energy (spin up / spin down), eV: -8.74 / -10.31
HOMO-LUMO gap (spin up / spin down), eV: 8.59 / 7.05
⟨S²⟩: 3.78
E_HOMO (spin up / spin down), eV: -17.33 / -17.36
Spin multiplicity: 4
Relative energy (zero: lowest compared OMol25 entry of this formula, charge and spin), kcal per mole: 0.0
Charge: +3


ORCA calculation (ωB97M-V/def2-TZVPD) on a molecular structure, C20H29N10O3SSn in a non-equilibrium geometry.

```
64
Properties=species:S:1:pos:R:3:lowdin_charge:R:1
Sn 0.18 1.11 -0.26 1.54
N -3.59 -6.62 -2.39 0.30
C -3.09 -5.42 -2.12 -0.22
C -3.25 -4.34 -3.04 0.06
C -2.70 -3.11 -2.77 -0.01
C -1.97 -2.92 -1.60 -0.20
C -1.87 -3.93 -0.64 0.00
C -2.41 -5.17 -0.90 0.07
S -1.25 -1.34 -1.23 0.53
O -0.45 -0.77 -2.29 -0.32
O -0.55 -1.38 0.04 -0.38
N -2.54 -0.42 -1.02 0.00
C -3.14 0.38 -1.86 -0.46
N -2.78 1.69 -1.93 0.17
C -3.46 2.53 -2.66 -0.06
C -4.56 2.18 -3.43 0.08
C -4.86 0.82 -3.35 -0.05
N -4.17 0.00 -2.63 0.19
H -4.09 -6.80 -3.26 0.16
H -3.47 -7.39 -1.75 0.16
H -3.81 -4.49 -3.95 0.14
H -2.80 -2.31 -3.48 0.13
H -1.35 -3.72 0.28 0.13
H -2.32 -5.96 -0.17 0.14
H -3.11 3.56 -2.65 0.14
H -5.11 2.88 -4.04 0.14
H -5.69 0.39 -3.90 0.14
N -3.32 4.64 1.80 0.17
N -2.68 3.49 1.91 -0.26
N -2.54 2.87 3.06 0.16
C -1.78 1.84 2.75 -0.16
N -1.46 1.84 1.46 -0.15
N -2.05 2.90 0.93 0.05
H -3.87 4.92 2.61 0.14
H -3.65 4.88 0.88 0.12
H -1.45 1.09 3.45 0.12
C 3.17 0.30 4.65 -0.01
C 3.16 1.56 3.76 -0.59
C 4.56 1.79 3.16 -0.01
C 2.71 2.78 4.57 -0.01
C 2.26 1.37 2.67 -0.10
N 1.57 1.22 1.76 0.12
H 3.91 0.44 5.43 0.11
H 3.43 -0.59 4.08 0.09
H 2.20 0.15 5.12 0.09
H 5.25 2.02 3.97 0.11
H 4.56 2.63 2.47 0.10
H 4.92 0.90 2.65 0.09
H 3.41 2.92 5.40 0.11
H 1.72 2.64 4.98 0.09
H 2.72 3.68 3.96 0.10
C 4.51 -0.18 -2.49 -0.14
C 4.75 -0.65 -1.06 -0.14
C 3.34 -0.64 -0.50 -0.21
O 2.67 0.45 -1.14 -0.33
C 3.41 0.86 -2.29 -0.18
H 4.15 -1.00 -3.11 0.12
H 5.40 0.25 -2.95 0.13
H 5.39 0.05 -0.53 0.12
H 5.21 -1.64 -1.01 0.13
H 3.29 -0.48 0.58 0.10
H 2.81 -1.57 -0.75 0.13
H 3.83 1.85 -2.09 0.13
H 2.71 0.94 -3.14 0.13
```

LUMO energy (spin up / spin down), eV: -11.48 / -11.96
HOMO-LUMO gap (spin up / spin down), eV: 5.29 / 4.81
E_HOMO (spin up / spin down), eV: -16.77 / -16.77
Relative energy (zero: lowest compared OMol25 entry of this formula, charge and spin), kcal per mole: 57.7
Charge: +3


ORCA calculation (ωB97M-V/def2-TZVPD) on 2 unconnected molecules or ions with the total composition C22H36BClF5N3O7 in a non-equilibrium geometry.

```
75
Properties=species:S:1:pos:R:3:lowdin_charge:R:1
C 7.48 0.01 0.02 0.01
C 6.87 1.42 0.26 -0.53
O 7.43 2.36 -0.22 0.11
O 5.75 1.49 1.04 -0.02
C 4.58 1.90 0.25 -0.14
C 3.62 2.79 1.08 -0.05
C 2.18 2.98 0.47 -0.31
C 1.63 4.26 1.20 -0.07
C 1.13 4.01 2.65 -0.25
O 1.66 3.34 3.48 0.07
O 1.31 1.95 0.99 0.02
B 1.12 0.86 0.00 -0.75
C -0.43 0.65 -0.60 -0.03
C -0.53 0.61 -2.14 -0.76
O -1.12 1.39 -2.77 0.04
Cl 0.23 -0.75 -3.11 0.62
C 1.66 -0.49 0.77 -0.26
F 0.69 -0.79 1.76 0.05
F 2.85 -0.35 1.44 0.11
C 1.77 -1.78 -0.10 -0.51
F 2.59 -1.64 -1.14 0.16
F 0.56 -2.27 -0.44 0.09
F 2.34 -2.76 0.69 0.10
O 1.87 1.39 -1.15 0.02
C 1.95 2.80 -1.10 -0.40
N 0.69 3.48 -1.49 0.10
C 2.99 3.46 -2.09 -0.17
N 3.73 2.45 -2.89 0.01
H 8.29 0.04 -0.73 0.08
H 7.87 -0.39 0.99 0.09
H 6.64 -0.65 -0.29 0.08
H 4.13 0.98 -0.16 0.12
H 4.99 2.54 -0.57 0.11
H 4.16 3.73 1.32 0.13
H 3.47 2.26 2.05 0.13
H 0.81 4.78 0.66 0.10
H 2.45 5.01 1.29 0.13
H 0.19 4.57 2.97 0.12
H -1.04 1.54 -0.29 0.11
H -0.94 -0.23 -0.13 0.08
H -0.01 3.39 -0.75 0.07
H 0.86 4.49 -1.54 0.08
H 3.68 4.07 -1.45 0.12
H 2.49 4.12 -2.83 0.11
H 4.59 2.93 -3.17 0.07
H 4.00 1.65 -2.32 0.05
C -4.50 -1.87 2.25 -0.01
C -4.68 -1.51 0.75 -0.43
C -5.98 -2.14 0.21 -0.11
C -5.89 -3.65 -0.02 -0.16
C -4.68 -4.01 -0.88 -0.10
C -3.36 -3.43 -0.33 -0.44
N -3.48 -1.97 -0.02 0.08
O -3.44 -1.36 -1.06 0.23
C -2.93 -4.21 0.93 -0.01
C -2.23 -3.72 -1.33 -0.01
C -4.83 0.02 0.75 -0.02
H -4.95 -1.12 2.90 0.09
H -4.97 -2.81 2.52 0.08
H -3.44 -1.92 2.53 0.10
H -6.24 -1.66 -0.75 0.14
H -6.80 -1.92 0.89 0.14
H -5.85 -4.18 0.94 0.11
H -6.80 -3.99 -0.52 0.13
H -4.60 -5.09 -0.96 0.14
H -4.85 -3.64 -1.89 0.14
H -2.05 -3.76 1.39 0.11
H -2.67 -5.24 0.67 0.10
H -3.72 -4.29 1.68 0.07
H -2.45 -3.33 -2.33 0.10
H -2.08 -4.79 -1.45 0.11
H -1.29 -3.29 -0.99 0.08
H -3.93 0.51 1.11 0.11
H -5.66 0.32 1.39 0.10
H -5.06 0.42 -0.24 0.09
```

LUMO energy, eV: -4.84
HOMO-LUMO gap, eV: 3.27
E_HOMO, eV: -8.11


ORCA calculation (ωB97M-V/def2-TZVPD) on 4 unconnected molecules or ions with the total composition CH9NO5 in a non-equilibrium geometry.

```
16
Properties=species:S:1:pos:R:3:lowdin_charge:R:1
N -0.89 0.80 -1.42 0.18
C -1.46 1.13 -0.23 -0.65
O -0.75 0.64 0.82 0.06
O -2.51 1.71 -0.10 0.09
H 0.11 0.59 -1.46 0.07
H -1.22 1.33 -2.21 0.12
H -1.09 0.43 1.68 0.13
H -1.38 -2.25 -0.86 0.03
H -0.43 -1.23 -0.27 -0.02
O -0.74 -2.14 -0.17 -0.05
H 1.20 0.79 2.04 0.04
H 1.75 -0.59 2.47 0.07
O 1.71 0.05 1.75 -0.03
H 1.68 0.00 -0.06 -0.01
H 2.16 -1.09 -0.99 0.05
O 1.89 -0.17 -1.00 -0.07
```

LUMO energy, eV: 0.18
HOMO-LUMO gap, eV: 10.71
E_HOMO, eV: -10.53
SMILES string: NC(=O)O.O.O.O
Relative energy (zero: lowest compared OMol25 entry of this formula, charge and spin), kcal per mole: 11.7